{
  "formula": "C32H31N4O7PPdS2",
  "method": "ωB97M-V/def2-TZVPD",
  "elements": ["Pd", "O", "S", "O", "O", "C", "C", "C", "C", "C", "C", "P", "C", "C", "C", "C", "C", "C", "C", "C", "C", "C", "C", "C", "H", "H", "H", "H", "H", "H", "H", "H", "H", "H", "H", "H", "H", "H", "N", "C", "C", "N", "C", "C", "N", "H", "H", "H", "H", "H", "C", "C", "C", "C", "C", "C", "C", "S", "O", "O", "N", "C", "C", "C", "O", "O", "H", "H", "H", "H", "H", "H", "H", "H", "H", "H", "H", "H"],
  "coordinates": [[-0.612, -1.490, -1.633], [-5.038, -3.183, -3.723], [-3.922, -2.726, -2.906], [-4.051, -1.360, -2.415], [-2.617, -3.047, -3.461], [-4.052, -3.700, -1.391], [-4.884, -4.811, -1.414], [-5.056, -5.593, -0.281], [-4.394, -5.257, 0.886], [-3.559, -4.148, 0.914], [-3.368, -3.351, -0.214], [-2.223, -1.900, -0.157], [-3.281, -0.529, 0.429], [-4.632, -0.647, 0.727], [-5.347, 0.452, 1.186], [-4.712, 1.674, 1.359], [-3.361, 1.796, 1.057], [-2.649, 0.705, 0.582], [-1.322, -2.276, 1.424], [-1.648, -1.749, 2.669], [-0.869, -2.026, 3.788], [0.243, -2.845, 3.680], [0.577, -3.384, 2.443], [-0.194, -3.095, 1.330], [-5.402, -5.030, -2.338], [-5.709, -6.458, -0.312], [-4.522, -5.854, 1.782], [-3.046, -3.902, 1.834], [-5.133, -1.596, 0.581], [-6.405, 0.354, 1.401], [-5.270, 2.531, 1.718], [-2.853, 2.745, 1.179], [-1.596, 0.819, 0.338], [-2.510, -1.100, 2.772], [-1.129, -1.586, 4.743], [0.860, -3.046, 4.549], [1.459, -4.004, 2.333], [0.096, -3.474, 0.356], [2.817, -0.727, 0.705], [2.423, -1.412, -0.398], [1.618, -0.784, -1.385], [1.259, -1.414, -2.514], [1.648, -2.716, -2.620], [2.441, -3.294, -1.659], [2.852, -2.657, -0.551], [2.398, 0.149, 1.019], [3.209, -1.301, 1.433], [1.329, 0.250, -1.226], [1.287, -3.265, -3.478], [2.766, -4.323, -1.771], [3.517, 2.515, -4.342], [3.796, 3.138, -3.002], [3.762, 2.372, -1.843], [3.973, 2.949, -0.600], [4.213, 4.313, -0.515], [4.253, 5.098, -1.658], [4.053, 4.504, -2.893], [4.434, 5.044, 1.087], [4.260, 6.465, 0.916], [5.657, 4.539, 1.651], [3.217, 4.485, 1.990], [1.849, 4.788, 1.531], [0.902, 3.695, 2.016], [1.354, 2.327, 1.468], [0.726, 1.847, 0.515], [2.395, 1.848, 2.018], [3.531, 1.428, -4.281], [4.250, 2.831, -5.087], [2.529, 2.810, -4.704], [3.543, 1.313, -1.901], [3.901, 2.341, 0.294], [4.421, 6.162, -1.563], [4.075, 5.115, -3.790], [3.300, 3.478, 2.203], [1.808, 4.828, 0.436], [1.558, 5.768, 1.911], [-0.105, 3.916, 1.665], [0.911, 3.668, 3.109]],
  "atomic_forces_ev_per_a": [[-0.18, -0.45, -0.06], [-0.01, 0.02, 0.00], [-0.04, 0.09, 0.01], [-0.01, -0.05, -0.03], [0.06, -0.03, 0.05], [0.09, 0.00, 0.09], [0.01, 0.02, 0.03], [-0.03, -0.02, -0.06], [0.02, -0.01, 0.07], [0.02, 0.02, -0.04], [-0.13, -0.01, -0.22], [0.13, 0.14, 0.44], [0.01, 0.02, -0.07], [-0.02, -0.01, 0.00], [0.01, -0.01, 0.00], [0.02, 0.01, 0.00], [0.00, 0.00, 0.00], [-0.04, 0.02, 0.04], [0.02, 0.00, -0.01], [-0.04, 0.01, 0.02], [-0.02, 0.00, 0.00], [0.01, -0.02, -0.03], [0.00, 0.01, 0.04], [-0.01, 0.02, -0.07], [-0.01, -0.01, -0.01], [0.00, 0.00, 0.00], [0.01, 0.01, 0.00], [0.00, -0.01, 0.02], [0.00, 0.00, -0.01], [0.00, 0.00, 0.00], [0.00, 0.00, 0.00], [-0.01, 0.01, 0.00], [0.02, -0.03, -0.01], [0.01, 0.00, 0.00], [0.00, 0.00, 0.00], [0.00, 0.00, 0.00], [0.01, 0.00, 0.00], [0.01, 0.00, 0.00], [0.11, -0.14, 0.15], [0.05, -0.07, 0.21], [-0.50, 0.17, 0.22], [0.31, 0.37, -0.42], [0.09, -0.18, 0.22], [-0.27, -0.05, -0.30], [0.17, 0.00, 0.19], [-0.04, 0.00, -0.21], [0.03, 0.02, -0.02], [0.16, 0.11, -0.22], [0.09, 0.03, -0.06], [0.00, -0.01, -0.02], [0.00, -0.02, -0.01], [0.01, 0.01, -0.01], [0.01, 0.01, 0.03], [0.00, -0.03, -0.01], [0.03, -0.06, 0.00], [-0.02, 0.01, 0.02], [0.00, 0.01, -0.01], [0.06, 0.03, -0.07], [0.01, -0.01, 0.03], [-0.03, 0.01, 0.01], [-0.11, 0.05, 0.05], [0.02, -0.04, -0.01], [0.04, -0.02, 0.07], [-0.05, 0.23, 0.03], [0.00, -0.14, -0.03], [-0.04, 0.00, 0.02], [0.00, 0.00, 0.00], [0.00, 0.00, 0.00], [0.00, 0.00, 0.00], [0.00, -0.02, -0.01], [0.00, -0.03, 0.00], [0.00, 0.00, 0.00], [0.00, 0.00, 0.00], [0.04, -0.01, -0.01], [0.00, 0.01, 0.00], [0.00, 0.00, 0.00], [0.00, 0.00, -0.01], [-0.01, 0.00, -0.01]],
  "mulliken_charge": [-0.703, -0.786, 1.289, -0.636, -0.646, 0.256, -0.558, -0.512, -0.773, 0.052, -0.206, 1.011, 0.138, -0.255, -0.682, -0.511, -0.470, -0.422, 0.375, -0.122, -0.753, -0.523, -0.610, -0.294, 0.510, 0.348, 0.389, 0.409, 0.345, 0.368, 0.351, 0.401, 0.368, 0.347, 0.387, 0.346, 0.375, 0.413, -0.148, 0.556, -0.306, -1.181, -0.321, -0.385, -0.724, 0.096, 0.251, 1.296, 0.415, 0.392, -1.505, 0.722, -0.492, -0.442, 0.150, -0.527, -0.494, 1.424, -0.756, -0.747, -0.399, -0.544, -0.748, 0.836, -0.600, -0.993, 0.366, 0.399, 0.307, 0.187, 0.470, 0.451, 0.359, 0.412, 0.306, 0.395, 0.171, 0.331],
  "spin_multiplicity": 1,
  "gap_ha": 0.2346,
  "e_homo_ev": -2.15,
  "de_lowest_kj_mol": 52.90,
  "total_charge": -2,
  "e_tot_ha": -3249.50043
}